Molecular formula: C45H119B2F8N7O15
Method: DFT, ωB97M-V/def2-TZVPD

```
196
Properties=species:S:1:pos:R:3:forces:R:3
C -0.1321 -0.5321 1.2844 -0.1 1.1 0.5
C 0.3714 -1.4523 0.1897 -0.6 -1.2 -0.8
C 0.2040 -0.7548 -1.1841 0.4 -0.2 0.7
O 1.5516 -2.1261 0.4594 1.6 0.8 -0.3
H 0.5501 0.2908 1.4981 0.8 -0.4 0.6
H -0.4728 -1.0669 2.1709 0.7 0.0 0.3
H -0.9878 0.1149 1.0915 -0.6 -0.4 -0.9
H -0.3588 -2.2611 0.1625 -1.0 -0.3 -0.2
H 0.9504 0.0297 -1.3092 0.1 0.4 0.1
H -0.7996 -0.3315 -1.1444 0.0 0.3 -0.5
H 0.3029 -1.4079 -2.0512 0.0 -0.3 0.2
C -3.0948 9.2881 4.1751 0.2 2.5 -1.2
O -3.4223 8.0610 3.6598 -0.3 -3.3 -0.2
C -4.8184 7.7402 3.6143 1.2 -0.4 -0.8
C -5.0085 6.1993 3.1532 -0.4 2.8 -0.3
N -4.1980 5.9877 1.8581 0.1 -0.6 3.3
H -4.3400 6.7849 1.2544 -0.9 0.0 -0.7
H -3.2437 6.1747 2.1308 0.8 -0.4 0.5
C -4.3080 4.6301 1.2154 0.0 -0.4 -0.7
C -3.9173 3.3917 2.1278 -0.4 1.4 -0.2
O -2.8822 3.7710 2.9228 2.1 0.7 0.9
C -1.5451 3.6196 2.3695 -0.4 -0.7 1.4
H -3.5066 9.5427 5.1516 0.2 -0.3 0.1
H -3.4084 10.0172 3.4279 -0.9 0.7 0.2
H -2.0353 9.5053 4.0399 0.3 -0.9 0.9
H -5.2161 8.4042 2.8468 -0.7 0.0 -0.1
H -5.2643 8.0027 4.5737 -0.4 -0.6 0.0
H -6.0319 6.0962 2.7925 -0.1 -0.1 0.5
H -4.7949 5.5343 3.9900 0.5 -0.3 -0.7
H -3.6304 4.8314 0.3856 -0.3 -1.1 -0.4
H -5.3416 4.4987 0.8953 0.2 0.2 -0.4
H -3.6602 2.4440 1.6548 -0.2 0.3 -1.2
H -4.7370 3.1292 2.7966 -0.3 0.3 0.0
H -1.5112 2.6985 1.7878 0.1 0.2 -0.4
H -0.9074 3.4479 3.2366 0.1 0.1 0.0
H -1.1385 4.4955 1.8639 -0.4 0.1 -0.4
C 3.2852 -2.0857 -4.6887 -1.0 -0.1 -0.6
O 3.4519 -3.0283 -3.6606 0.3 -1.2 0.3
C 4.3750 -2.6988 -2.6425 0.0 0.8 -0.2
C 4.4971 -3.7398 -1.5149 -0.4 -0.4 -0.6
N 3.1931 -4.2849 -0.9644 1.6 0.4 -0.9
H 3.4002 -4.9991 -0.2809 0.2 -0.6 0.1
H 2.7803 -3.5245 -0.4434 -1.4 1.1 0.6
C 2.2238 -4.7957 -1.9620 -1.5 -0.3 1.8
C 1.1874 -5.6601 -1.1690 1.3 -0.4 -1.0
O 1.8716 -6.7757 -0.5760 -0.8 0.4 -0.7
C 1.0094 -7.8527 -0.1622 0.8 0.3 1.0
H 2.6893 -1.2544 -4.3120 0.8 0.8 0.1
H 2.5993 -2.4594 -5.4489 -0.1 -0.8 0.2
H 4.1547 -1.8940 -5.3175 0.5 0.5 0.7
H 4.1588 -1.6887 -2.2947 -0.4 0.0 0.6
H 5.3819 -2.5869 -3.0447 0.3 -0.3 -0.2
H 5.0115 -3.3224 -0.6493 0.2 0.1 -0.2
H 5.0784 -4.5844 -1.8850 -0.1 -0.1 0.1
H 2.6926 -5.3739 -2.7582 0.1 0.2 0.2
H 1.7149 -3.8970 -2.3108 0.0 -0.3 -0.4
H 0.5346 -5.9505 -1.9922 -0.6 -0.4 0.4
H 0.6654 -5.1202 -0.3791 -0.2 0.4 -0.2
H 1.6988 -8.5204 0.3546 -0.2 -0.4 -0.5
H 0.4135 -8.3423 -0.9325 0.4 0.1 -0.3
H 0.3314 -7.5380 0.6311 -0.3 0.4 0.0
C -10.8365 -1.7164 0.6900 0.2 -0.3 0.3
O -9.8161 -0.7465 0.5373 2.1 0.3 -0.7
C -8.9376 -1.1179 -0.5917 -1.8 0.7 1.3
C -7.7132 -0.2483 -0.6734 0.6 1.2 1.2
N -6.9758 -0.2538 0.6904 1.4 0.1 -0.5
H -7.5689 0.0686 1.4417 -0.8 0.3 -0.1
H -6.7974 -1.2149 0.9445 0.5 -0.6 0.1
C -5.6109 0.5492 0.8390 -1.0 -0.4 -0.2
C -4.3991 -0.3180 0.4567 -1.3 -0.6 -0.7
O -4.6027 -1.6041 1.0094 -0.5 1.0 1.5
C -3.5959 -2.5355 0.7968 0.5 -0.8 -0.7
H -10.3355 -2.6840 0.7186 -0.4 -0.4 -0.2
H -11.5665 -1.6343 -0.1153 0.0 -0.2 0.0
H -11.3282 -1.5896 1.6545 0.1 0.3 -0.1
H -9.6033 -0.9673 -1.4416 0.6 -0.3 -0.6
H -8.6245 -2.1561 -0.4809 -0.2 -0.2 -0.1
H -7.8861 0.8152 -0.8382 -0.4 -0.1 -0.2
H -7.0168 -0.5829 -1.4423 0.0 -0.1 0.2
H -5.6172 0.9192 1.8642 0.1 -0.2 0.0
H -5.7278 1.3868 0.1513 0.3 0.0 0.0
H -3.4174 0.0967 0.6853 -0.2 0.3 0.2
H -4.4988 -0.4072 -0.6251 0.5 0.0 -0.4
H -3.8864 -3.4700 1.2767 -0.4 -0.1 -0.6
H -2.5901 -2.3944 1.1925 0.0 1.1 0.4
H -3.4675 -2.5654 -0.2852 0.2 -0.8 -0.2
C 1.2503 -2.2247 6.8585 -0.9 2.6 0.5
O 0.9029 -3.1374 5.8794 -0.1 -2.1 -2.8
C 0.2399 -2.6464 4.6762 0.1 -1.0 0.8
C 0.6658 -3.4961 3.4494 0.3 0.0 0.4
N 0.8354 -4.9883 3.8422 1.9 1.8 -0.5
H 1.3842 -4.9084 4.6863 0.1 -0.1 1.2
H -0.0484 -5.4058 4.0966 -0.3 -0.4 -0.1
C 1.7598 -5.8190 2.9062 -2.2 0.0 1.2
C 2.1631 -7.1325 3.6326 1.6 0.1 0.0
O 2.8043 -6.8107 4.8574 0.0 0.2 0.2
C 3.5527 -7.8959 5.4560 -0.8 -0.4 0.6
H 0.3068 -1.7513 7.1301 0.1 0.4 0.6
H 1.8704 -1.4230 6.4573 0.3 0.0 0.0
H 1.7045 -2.5934 7.7782 0.0 -0.8 -0.5
H 0.4226 -1.5876 4.4931 0.3 0.1 0.0
H -0.8383 -2.7870 4.7520 -0.2 0.1 0.6
H 1.5984 -3.0852 3.0627 0.3 -0.7 0.0
H -0.0230 -3.4233 2.6078 -0.2 -0.1 0.2
H 2.5827 -5.1434 2.6725 0.1 -0.3 0.2
H 1.0944 -5.9104 2.0477 0.6 -0.7 -0.3
H 2.9256 -7.6173 3.0230 0.0 0.0 -0.6
H 1.4290 -7.9173 3.8151 -0.8 0.4 -0.3
H 4.4291 -8.2096 4.8889 0.1 0.4 -0.1
H 2.9568 -8.7871 5.6529 -0.6 -0.2 -0.8
H 3.7659 -7.6640 6.4995 0.5 0.8 -0.4
C 5.9504 0.2478 -2.8502 0.5 1.1 0.5
O 5.4953 0.3039 -1.5004 0.5 -0.8 0.0
C 4.4048 1.1095 -1.1998 -0.1 -0.6 0.4
C 4.2102 1.0832 0.3224 -0.9 -0.9 -0.1
N 3.9525 -0.3967 0.8525 0.7 2.3 1.0
H 3.1132 -0.7921 0.4533 -1.4 -0.6 -0.9
H 4.7032 -1.0434 0.6565 0.7 0.3 -0.2
C 3.6212 -0.5003 2.3356 -0.7 -1.2 -0.5
C 4.7641 -0.2369 3.2753 -0.5 1.9 1.6
O 6.0248 -0.5274 2.7994 0.7 -0.9 -1.2
C 7.0484 0.4077 3.0473 0.7 0.6 -0.2
H 6.7642 -0.4771 -2.8725 -0.4 -0.3 -0.2
H 6.4285 1.1956 -3.0977 0.1 0.3 0.0
H 5.1604 0.1208 -3.5903 -0.2 -0.6 0.1
H 3.5078 0.7229 -1.6837 -0.4 -0.2 -0.1
H 4.5282 2.1187 -1.5926 0.2 0.4 0.3
H 3.2997 1.6371 0.5512 -0.3 -0.3 0.1
H 4.9728 1.6335 0.8735 0.4 -0.9 0.1
H 3.2083 -1.4955 2.5005 0.4 -0.4 -0.6
H 2.7052 0.0699 2.4904 0.5 0.8 0.3
H 4.6179 -0.7558 4.2226 -0.4 -0.3 0.0
H 4.6465 0.8059 3.5699 0.4 0.4 0.0
H 7.3246 0.5803 4.0875 -0.6 -0.3 0.3
H 6.8126 1.3762 2.6064 -0.2 0.2 0.0
H 7.9742 0.0788 2.5753 -0.3 -0.3 -0.2
C 0.2682 3.1663 -2.0332 0.9 -0.9 -0.3
O 1.4757 3.9159 -2.2523 0.0 1.4 1.5
C 1.5489 4.9132 -1.1813 0.4 -0.4 -0.6
C 2.7339 5.8397 -1.3612 0.9 0.4 -0.7
N 4.0787 5.1157 -1.6966 -1.1 1.5 -0.9
H 4.7565 5.8640 -1.6702 0.5 0.6 -0.4
H 4.4772 4.5571 -0.9555 -0.5 -0.9 0.4
C 4.1830 4.4545 -3.0510 1.9 0.7 -0.4
C 5.7155 4.4239 -3.5184 0.1 -2.0 1.5
O 6.6326 4.1948 -2.4065 -2.7 0.6 0.5
C 7.9787 4.1855 -2.7651 0.6 0.6 -1.2
H -0.5917 3.7914 -1.7926 0.0 0.0 -0.1
H 0.4928 2.4450 -1.2475 -0.5 0.1 0.4
H 0.1116 2.5623 -2.9270 -0.3 0.3 0.0
H 1.6229 4.4869 -0.1808 -0.3 -0.6 0.0
H 0.6376 5.5042 -1.2727 0.0 0.2 0.4
H 3.0292 6.5790 -0.6167 -0.5 -0.9 1.3
H 2.4854 6.6206 -2.0798 0.5 -0.7 -1.3
H 3.7165 5.0963 -3.7983 -0.4 0.0 0.4
H 3.6468 3.5056 -3.0385 0.4 0.2 0.2
H 6.0273 5.2765 -4.1215 -0.2 0.1 0.1
H 5.7931 3.4828 -4.0628 -0.1 0.3 -0.9
H 8.1969 5.0948 -3.3251 0.3 0.3 0.2
H 8.1821 3.3992 -3.4920 0.2 -0.5 0.3
H 8.6040 4.1453 -1.8732 -0.2 -0.2 -0.2
C -1.3726 -3.4294 -3.8944 0.5 -1.7 -0.2
O -1.7150 -2.1578 -3.4851 0.7 1.8 -0.3
C -3.0537 -1.8761 -3.1857 -0.2 -0.4 -0.9
C -3.9139 -1.8949 -4.4528 -0.9 1.7 -0.8
N -3.2289 -0.9932 -5.5443 0.5 0.2 1.6
H -2.2840 -1.3177 -5.3961 1.0 0.4 -0.6
H -3.4858 -1.1860 -6.5019 -0.3 -0.3 -0.2
C -3.2612 0.5472 -5.2756 -0.5 -0.8 1.1
C -2.2963 1.3457 -6.1173 -0.2 -0.9 -1.3
O -1.0957 0.6024 -6.2726 -0.9 0.2 -1.1
C -0.1826 0.8658 -5.2839 1.1 0.3 1.5
H -1.6406 -4.1715 -3.1424 -0.2 -0.2 0.1
H -0.3012 -3.5307 -4.0676 0.2 0.6 0.5
H -1.7228 -3.7697 -4.8689 -0.9 0.2 -0.2
H -3.1639 -0.8627 -2.7998 0.6 -0.1 0.4
H -3.3859 -2.6144 -2.4559 -0.6 0.0 0.0
H -4.8163 -1.3063 -4.2879 -0.4 -0.6 0.4
H -4.1536 -2.8758 -4.8633 0.2 0.2 -0.2
H -2.9884 0.6810 -4.2288 -0.1 -0.3 0.0
H -4.3027 0.8493 -5.3854 0.1 0.1 0.0
H -2.1407 2.3412 -5.7015 0.0 -0.1 0.4
H -2.7049 1.5104 -7.1144 0.1 -0.1 -0.1
H -0.2702 1.8983 -4.9456 0.3 0.2 -0.1
H 0.8361 0.6676 -5.6169 -0.1 0.1 -0.3
H -0.3432 0.2606 -4.3917 -0.1 -0.3 0.3
B 1.8588 1.9726 4.6982 1.5 1.6 1.7
F 1.9190 1.9995 3.3359 -0.1 0.5 -2.7
F 1.2164 0.8927 5.0907 -3.1 -3.5 0.7
F 3.1124 1.8079 5.2270 2.7 0.0 0.1
F 1.3558 3.1236 5.2602 -1.0 1.0 -0.4
B -3.7114 2.1242 -2.1756 1.1 0.3 0.8
F -4.6141 1.1578 -2.5368 -1.1 -1.4 -0.3
F -3.4433 2.9651 -3.1834 0.4 1.1 -2.2
F -4.1867 2.8766 -1.1282 -0.8 0.4 1.6
F -2.4923 1.5248 -1.7857 0.4 -0.7 0.3
```
Forces are in eV/Å.

Highest occupied orbital energy: -15.119 eV
Gap between HOMO and LUMO: 8.3 eV
Total charge: +4
Energy relative to the best compared isomer or geometry (same formula, charge and spin): 628.0 kJ/mol
E_tot: -112797.09495 eV
E_LUMO: -6.84 eV